Record 1
Molecular formula: C5H14NS
Method: DFT, the ωB97M-V functional and the def2-TZVPD basis

Calculated values
* orbital gap: 10.015 eV
* largest force on an atom: 4.329 eV Å⁻¹
* net charge: +1
* E_tot: -651.52412 Eh
* energy relative to the best compared isomer or geometry (same formula, charge and spin): 55.5 kcal per mole
* LUMO energy: -3.1 eV

Positions of all 21 atoms, in Å:
C -2.383 -0.582 -0.760
C -0.943 0.777 -2.178
C 0.107 -0.548 -0.372
C 0.926 -0.770 2.441
C 2.164 1.194 0.912
N -0.945 -0.234 -1.152
S 0.519 0.632 1.398
H -2.423 -1.722 -0.726
H -2.621 -0.220 0.262
H -3.095 -0.322 -1.530
H -1.218 1.849 -2.047
H -0.065 0.942 -2.859
H -1.572 0.346 -3.040
H 1.079 -0.413 -0.835
H 2.115 1.450 -0.110
H 0.005 -1.502 0.188
H 1.456 -1.546 1.796
H -0.005 -1.177 2.550
H 1.515 -0.434 3.369
H 2.896 0.303 1.024
H 2.489 1.978 1.670



Record 2
Molecular formula: C5H16N3
Method: DFT, the ωB97M-V functional and the def2-TZVPD basis

Calculated values
* orbital gap: 9.429 eV
* largest force on an atom: 2.358 eV Å⁻¹
* net charge: +1
* E_tot: -364.10130 Eh
* energy relative to the best compared isomer or geometry (same formula, charge and spin): 46.5 kcal per mole
* LUMO energy: -3.1 eV

Positions of all 24 atoms, in Å:
N 1.735 -1.610 1.530
C 0.511 -1.852 0.752
C 0.690 -1.799 -0.772
C -0.278 -0.800 -1.420
N 0.086 0.578 -1.009
C -0.922 1.585 -1.113
C -0.902 2.423 0.206
N -0.749 1.460 1.354
H 2.093 -2.452 1.980
H 2.512 -1.337 0.932
H -0.184 -1.068 1.088
H 0.083 -2.800 1.066
H 0.440 -2.793 -1.120
H 1.714 -1.595 -1.082
H -0.040 -0.865 -2.486
H -1.320 -1.089 -1.255
H 1.064 0.748 -1.160
H -1.890 1.086 -1.072
H -0.747 2.350 -1.851
H -0.101 3.158 0.257
H -1.842 2.946 0.320
H -0.589 0.515 0.981
H -1.498 1.586 2.032
H 0.135 1.622 1.842



Record 3
Molecular formula: C27H40AsBrN4O6PdS
Method: DFT, the ωB97M-V functional and the def2-TZVPD basis

Calculated values
* orbital gap (alpha / beta): 8.687 / 6.898 eV
* largest force on an atom: 0.487 eV Å⁻¹
* 2S+1: 3
* net charge: +2
* E_tot: -7058.56325 Eh
* LUMO energy (alpha / beta): -5.2 / -7.0 eV

Positions of all 81 atoms, in Å:
Pd 1.099 -0.851 1.810
C 2.148 4.038 4.787
C 1.899 2.559 4.750
C 2.025 1.757 5.882
C 1.821 0.387 5.808
C 1.488 -0.127 4.575
Br 1.220 -1.989 4.283
N 1.345 0.608 3.479
C 1.550 1.926 3.565
H 1.961 4.441 5.780
H 1.514 4.566 4.076
H 3.187 4.253 4.531
H 2.291 2.205 6.832
H 1.925 -0.256 6.670
H 1.424 2.492 2.649
C -4.674 3.187 -3.462
C -3.745 3.448 -2.288
S -2.512 2.175 -2.072
O -2.964 0.940 -2.670
O -2.114 2.140 -0.676
C -1.104 2.750 -3.014
C -0.018 1.686 -3.111
N 0.642 1.427 -1.824
C 0.493 0.300 -1.096
N 1.208 0.380 0.022
C 1.877 1.569 0.005
C 1.526 2.226 -1.127
N 1.986 3.526 -1.536
O 2.701 4.108 -0.751
O 1.632 3.935 -2.626
C -0.307 -0.877 -1.511
H -5.385 4.008 -3.538
H -5.225 2.259 -3.327
H -4.127 3.125 -4.403
H -4.263 3.484 -1.329
H -3.194 4.385 -2.397
H -0.742 3.661 -2.540
H -1.456 2.992 -4.018
H 0.732 2.002 -3.829
H -0.447 0.742 -3.440
H 2.570 1.882 0.766
H 0.149 -1.361 -2.380
H -1.326 -0.596 -1.771
H -0.332 -1.590 -0.694
C -0.126 -5.024 -4.111
C 0.728 -4.369 -3.068
C 1.883 -3.675 -3.418
C 2.699 -3.090 -2.463
C 3.957 -2.391 -2.913
C 2.308 -3.157 -1.107
C 3.146 -2.470 -0.150
O 2.795 -2.002 0.935
C 1.150 -3.876 -0.729
C 0.742 -4.088 0.706
C 0.392 -4.472 -1.719
H 0.293 -4.903 -5.108
H -1.132 -4.600 -4.106
H -0.226 -6.091 -3.908
H 2.167 -3.615 -4.462
H 4.034 -2.428 -3.997
H 4.850 -2.870 -2.507
H 3.980 -1.341 -2.616
H 4.201 -2.342 -0.422
H 1.597 -4.124 1.378
H 0.199 -5.028 0.794
H 0.060 -3.301 1.047
H -0.478 -5.055 -1.437
C -3.752 -0.397 1.065
As -2.290 -0.190 2.273
C -2.725 -0.982 3.962
C -1.919 1.665 2.540
O -0.984 -0.997 1.569
H -4.677 -0.074 1.540
H -3.821 -1.450 0.797
H -3.557 0.203 0.176
H -3.705 -0.638 4.290
H -1.977 -0.700 4.701
H -2.737 -2.064 3.845
H -2.747 2.119 3.085
H -1.798 2.147 1.571
H -1.011 1.749 3.129



Question: What is the largest force on an atom in the third record?
Answer: 0.487 eV Å⁻¹



Question: Among the records above, which one has the lowest largest force on an atom?
Answer: C27H40AsBrN4O6PdS